Record 1
Below is the ion C8H14BrN3S with charge +2, with properties calculated with wB97M-V/def2-TZVPD.

highest occupied orbital energy (alpha / beta)	-15.1 / -15.1	eV
net charge	+2
multiplicity	1
gap between HOMO and LUMO (alpha / beta)	6.74 / 6.23	eV
relative energy (zero: lowest compared OMol25 entry of this formula, charge and spin)	0.0	kcal/mol

Atoms and positions in Å:
C -4.5080 -3.1288 -3.8749
C -5.2930 -2.2497 -3.1460
C -3.1884 -2.0288 -2.4243
C -1.9982 -1.5920 -1.8312
C -0.2966 0.2119 -1.0760
C 2.8406 1.3286 2.5843
C 1.8492 1.9105 1.6402
C 1.2808 0.7090 0.8114
N -3.2839 -3.0857 -3.3027
N -4.4376 -1.5132 -2.3111
N 0.2091 1.1978 -0.1264
S -1.8361 -0.2722 -0.8657
Br -6.9681 -1.6294 -3.7026
H -4.6981 -3.9034 -4.5911
H -0.9872 -2.0318 -2.0865
H 0.4446 -0.4383 -1.4804
H 2.2441 0.6386 3.2259
H 3.4341 0.7629 1.9535
H 3.4675 2.0540 3.2441
H 2.3070 2.8124 1.0568
H 0.9043 2.2077 2.1274
H 2.1609 0.2764 0.3029
H 0.7903 -0.1001 1.4401
H -2.5515 -3.8368 -3.5548
H -4.7743 -1.0572 -1.5172
H 0.4373 2.1314 -0.6122
H -0.7803 1.4812 0.3264

---

Record 2
Below is a structure of composition C43H63GeN3O4RuSi4, with properties calculated with wB97M-V/def2-TZVPD.

highest occupied orbital energy (alpha / beta)	-6.8 / -8.6	eV
net charge	+1
multiplicity	6
gap between HOMO and LUMO (alpha / beta)	2.88 / 4.62	eV
relative energy (zero: lowest compared OMol25 entry of this formula, charge and spin)	0.0	kcal/mol

Atoms and positions in Å:
Ru -0.3748 -0.0875 -1.2418
C 0.0302 3.2651 -4.1399
Si -0.8138 4.6376 -3.5974
C -0.9532 1.8405 -8.0618
N -2.0718 1.2579 -8.0588
C -2.3387 0.1662 -7.1474
C -3.2263 0.4708 -5.7296
C -3.7688 1.9359 -6.1123
C -4.2212 1.8760 -7.6444
C -3.2046 1.8053 -8.8050
C -0.3192 6.3291 -3.6288
C -0.2651 7.0777 -2.3895
C 0.4369 8.2600 -2.3721
C 1.2411 8.6607 -3.5110
C 1.1744 7.9987 -4.7554
C 0.3883 6.8356 -4.7528
C -2.5830 4.1859 -3.1966
C -2.9787 3.0197 -2.5447
C -4.2907 2.8194 -2.3624
C -5.2698 3.6601 -2.8279
C -4.8817 4.8341 -3.4222
C -3.5443 5.1000 -3.6562
H -0.3017 2.3373 -3.7143
H 1.2137 3.4482 -4.2370
H -0.2466 1.4780 -7.3394
H -0.8598 2.5314 -8.7828
H -1.3477 -0.1996 -7.0205
H -2.5908 -0.5798 -7.9599
H -2.6745 0.3476 -4.8572
H -4.1313 -0.2298 -5.7428
H -2.8765 2.6653 -5.7938
H -4.4208 2.3113 -5.2344
H -4.9687 2.7350 -7.9671
H -4.9953 1.0895 -7.5537
H -2.8355 3.0221 -9.0394
H -3.3362 1.0924 -9.6782
H -0.8434 6.9390 -1.4781
H 0.4663 9.0126 -1.6219
H 1.7423 9.5408 -3.3164
H 1.7169 8.3614 -5.6670
H 0.3592 6.2610 -5.6254
H -2.2089 2.3209 -2.1481
H -4.5411 1.9678 -1.8381
H -6.2729 3.2127 -2.8246
H -5.5786 5.5084 -3.8890
H -3.1867 6.0397 -4.1705
H -0.6967 -1.8771 -2.8570
O 0.1240 -1.5781 -2.3164
O 5.5115 -6.6262 8.4869
O -2.8170 -0.0233 -0.4601
C -2.4778 0.9233 0.2082
N -3.2160 1.7354 1.0013
C -2.3102 2.8063 1.6468
C -0.9930 2.4690 0.8062
O 0.0195 3.1621 0.8061
N -1.1624 1.3456 0.1074
C -1.9639 2.5761 3.1299
C -0.6484 2.5894 3.5694
C -0.4039 2.4268 4.9191
C -1.4012 2.4277 5.8836
C -2.7312 2.5456 5.4457
C -2.9951 2.5772 4.0681
C -2.6827 4.1624 1.2873
C -3.8957 4.4616 0.6378
C -4.1231 5.8083 0.2444
C -3.1563 6.7469 0.5204
C -2.0109 6.4332 1.1734
C -1.7640 5.1453 1.5857
H -4.2069 1.6179 1.1500
H 0.1336 2.5715 2.8679
H 0.6749 2.3475 5.1816
H -1.2052 2.4266 6.9555
H -3.5592 2.5991 6.1421
H -4.0517 2.6548 3.7798
H -4.6509 3.6937 0.3621
H -5.0365 6.0405 -0.1905
H -3.3226 7.7962 0.3312
H -1.2400 7.1400 1.4401
H -0.8590 4.9243 2.1689
C 3.1518 -6.1933 6.6446
Si 4.3652 -7.5607 6.2917
C 3.6847 -9.2035 6.8395
C 5.9564 -7.0354 7.1674
Ge 4.2124 -7.0518 3.9054
Si 2.8349 -7.9768 2.1992
C 2.4556 -9.8197 2.4496
C 3.5680 -7.5544 0.5520
C 1.1985 -6.9607 2.4309
Si 4.8853 -4.5378 3.2390
C 4.7766 -3.5660 4.8590
C 6.5106 -4.9921 2.4193
C 3.9503 -3.5295 1.9224
H 3.0440 -5.0984 6.5655
H 3.3446 -6.2433 7.7681
H 2.1072 -6.5518 6.6443
H 2.6386 -9.3719 6.4810
H 3.8019 -9.3641 7.8740
H 4.0799 -9.9291 6.1584
H 6.5321 -7.9467 7.3801
H 6.4440 -6.1598 8.8398
H 6.7126 -6.3178 6.6872
H 3.2408 -10.4897 2.0592
H 1.5724 -10.0893 1.8687
H 2.2973 -10.1426 3.5022
H 2.7722 -7.2112 -0.1455
H 4.1016 -8.2764 -0.0809
H 4.1013 -6.6396 0.7629
H 0.5177 -7.3262 1.6356
H 1.3493 -5.9560 2.0829
H 0.6826 -6.9350 3.3948
H 4.9421 -2.5265 4.5993
H 5.6849 -3.8683 5.4138
H 3.9461 -3.5115 5.5556
H 7.3038 -5.5613 2.9301
H 7.0660 -4.1638 1.9346
H 6.3477 -5.6221 1.5839
H 2.8376 -3.4304 2.0103
H 4.1791 -3.9585 0.9167
H 4.4733 -2.5382 2.0323

---

Record 3
Below is a structure of composition C37H94N8O3P4Si2, with properties calculated with wB97M-V/def2-TZVPD.

highest occupied orbital energy	-7.6	eV
multiplicity	1
gap between HOMO and LUMO	6.25	eV

Atoms and positions in Å:
C -2.6699 2.1157 -3.7477
C -1.7615 3.3760 -4.2937
C -0.2699 2.8846 -4.8502
C 0.7666 2.5220 -3.5930
C 0.5145 0.9622 -3.0553
C 1.9035 0.2512 -2.5357
C 2.2451 0.7487 -0.9787
C 2.5813 -0.6362 -0.1419
C 4.0386 -1.2989 -0.4782
C 4.2146 -2.8754 -0.1022
C 3.4320 -3.3990 1.2309
C 4.2791 -3.3166 2.6312
C 5.2852 -2.0360 2.7750
C 6.8507 -2.5573 2.6035
C 7.6511 -1.8659 1.3501
C 9.3036 -2.0414 1.5382
C 10.0819 -0.5977 1.3084
C 10.0322 0.2015 2.7637
C 11.5164 0.8200 3.0830
C 11.5348 1.9408 4.3057
Si 10.8907 3.6123 3.5269
C 11.6033 5.1908 4.3624
C 11.9110 6.4417 3.3361
N 10.9207 7.1851 2.6940
O 9.1450 3.5571 3.3767
Si 8.3141 3.9074 4.8789
C 9.2906 3.5006 6.4858
P 7.4982 5.9837 4.9837
N 6.1190 6.0258 4.0971
P 6.5113 2.5769 4.9427
C 5.7057 2.8039 6.6742
C 7.0678 0.7649 4.6895
H -3.8303 2.2821 -3.8987
H -2.3082 1.1099 -4.2769
H -2.4231 1.9598 -2.5920
H -1.6615 4.2397 -3.4848
H -2.3276 3.8767 -5.2140
H -0.3428 1.9841 -5.6067
H 0.2344 3.7771 -5.4525
H 1.8802 2.5842 -4.0034
H 0.6016 3.2782 -2.6860
H -0.0442 0.3039 -3.8627
H -0.2162 1.0227 -2.1181
H 1.7436 -0.9286 -2.5549
H 2.7619 0.5886 -3.2661
H 3.2137 1.4194 -0.9325
H 1.3066 1.2471 -0.4517
H 2.6046 -0.3339 1.0077
H 1.6777 -1.4039 -0.2477
H 4.9379 -0.6552 -0.0310
H 4.1760 -1.2143 -1.6615
H 5.3720 -3.1102 0.0654
H 3.8976 -3.5216 -1.0346
H 2.3837 -2.9193 1.4309
H 3.2178 -4.5609 1.0517
H 3.4748 -3.2142 3.5059
H 4.8147 -4.3586 2.8352
H 5.0195 -1.1047 2.1211
H 5.2054 -1.6717 3.9099
H 7.4507 -2.2538 3.5896
H 6.8914 -3.7407 2.5739
H 7.4027 -2.3443 0.3072
H 7.4683 -0.7129 1.2706
H 9.4836 -2.5131 2.6004
H 9.7613 -2.7909 0.7558
H 11.2027 -0.7358 0.9468
H 9.4752 0.0035 0.4809
H 9.7748 -0.5700 3.6065
H 9.1997 1.0206 2.6845
H 11.8780 1.3541 2.0795
H 12.3115 -0.0359 3.2774
H 10.8811 1.5927 5.2115
H 12.6533 2.1284 4.5937
H 11.4229 3.6079 2.1392
H 12.6590 4.8809 4.8257
H 10.9773 5.6222 5.2510
H 13.0233 6.7877 3.1310
H 10.0324 6.7280 3.0190
H 9.3905 2.3200 6.6251
H 10.2999 4.0739 6.6255
H 8.5938 3.8449 7.3921
H 7.1086 6.2915 6.3467
H 8.4534 6.9826 4.5069
H 5.9289 5.0968 3.6571
H 6.5372 3.1181 7.4362
H 4.8973 3.6471 6.5709
H 5.2264 1.7589 6.9595
H 7.2273 0.5089 3.5537
H 8.1078 0.5807 5.2220
H 6.2965 0.0045 5.1376
O -4.4490 0.2306 -1.8649
P -5.7538 0.1734 -1.0332
N -5.0182 -0.8981 0.0783
C -5.5375 -2.0916 0.7190
C -4.0221 -0.2679 0.9506
N -6.5696 -0.6962 -2.2859
C -6.5054 -2.1484 -2.3987
C -6.3286 -0.1576 -3.6402
N -7.2538 0.1076 -0.0771
C -7.2599 0.8800 1.1578
C -8.4122 -0.7529 -0.2068
H -6.2167 -1.8630 1.5436
H -4.7223 -2.6962 1.1349
H -6.0422 -2.7681 0.0384
H -4.5034 0.3111 1.7446
H -3.3730 0.4123 0.3882
H -3.3562 -1.0023 1.4175
H -5.4798 -2.5228 -2.3811
H -6.9840 -2.5038 -3.3207
H -7.0892 -2.6271 -1.6137
H -5.3717 -0.4961 -4.0449
H -6.3301 0.9375 -3.6346
H -7.1164 -0.4727 -4.3343
H -6.9917 0.2615 2.0193
H -8.2383 1.3326 1.3529
H -6.5458 1.7069 1.0966
H -8.2172 -1.7630 0.1601
H -8.7803 -0.8070 -1.2349
H -9.2654 -0.3727 0.3690
O -9.5763 -2.6208 -3.3060
P -10.7113 -2.9981 -4.2894
N -11.4477 -1.4731 -4.0508
C -12.8438 -1.1196 -3.8756
C -10.7352 -0.3569 -4.6808
N -11.3416 -4.1708 -3.1857
C -12.2872 -3.8231 -2.1317
C -10.3059 -5.0179 -2.5596
N -12.0160 -3.4318 -5.4199
C -11.9395 -2.8329 -6.7456
C -13.2686 -4.1218 -5.1870
H -13.3997 -1.1281 -4.8160
H -12.9402 -0.1105 -3.4566
H -13.3672 -1.7481 -3.1637
H -10.9135 -0.3345 -5.7601
H -9.6538 -0.4342 -4.5227
H -11.0320 0.6121 -4.2641
H -11.9446 -2.9820 -1.5255
H -12.4769 -4.6727 -1.4625
H -13.2710 -3.6066 -2.5457
H -9.8198 -4.5095 -1.7233
H -9.5348 -5.2980 -3.2850
H -10.7381 -5.9507 -2.1793
H -12.5412 -1.9216 -6.8095
H -12.2787 -3.5223 -7.5265
H -10.9047 -2.5759 -6.9912
H -14.0043 -3.4831 -4.6933
H -13.1392 -5.0391 -4.6063
H -13.7275 -4.4556 -6.1262

---

Record 4
Below is a structure of composition C48H54AsBr2CuN5P, with properties calculated with wB97M-V/def2-TZVPD.

highest occupied orbital energy (alpha / beta)	-9.9 / -10.1	eV
net charge	+1
multiplicity	2
gap between HOMO and LUMO (alpha / beta)	7.61 / 6.44	eV
relative energy (zero: lowest compared OMol25 entry of this formula, charge and spin)	0.0	kcal/mol

Atoms and positions in Å:
Cu -0.4884 0.3883 0.9249
Br -5.8531 3.2514 3.9675
C -4.3418 2.5751 3.0751
C -3.1589 2.3693 3.7627
C -2.0850 1.8570 3.0559
N -2.1306 1.5547 1.7580
C -3.2817 1.7578 1.1066
C -4.4121 2.2698 1.7274
C -3.3043 1.4104 -0.3384
C -3.9095 2.2578 -1.2606
C -3.8103 1.9263 -2.6001
Br -4.5622 3.0531 -3.9069
C -3.1281 0.7821 -2.9763
C -2.5694 0.0059 -1.9734
N -2.6552 0.3015 -0.6806
H -3.0728 2.5947 4.8153
H -1.1415 1.6774 3.5569
H -5.3314 2.4048 1.1761
H -4.4022 3.1675 -0.9481
H -3.0250 0.5073 -4.0164
H -2.0108 -0.8885 -2.2223
N 0.6494 -0.9711 3.4318
P 1.2812 0.1856 2.3459
C 1.8427 1.5443 3.4077
C 2.7541 1.3632 4.4491
C 3.1440 2.4387 5.2276
C 2.6394 3.7081 4.9630
C 1.7467 3.9007 3.9211
C 1.3491 2.8190 3.1453
C 2.8336 -0.5783 1.7914
C 2.8587 -1.9464 1.5242
C 3.9948 -2.5344 0.9905
C 5.1119 -1.7603 0.7099
C 5.0917 -0.3966 0.9685
C 3.9586 0.1936 1.5086
C -0.4857 -1.7204 3.1522
C -0.8420 -2.7930 3.9779
C -1.9843 -3.5016 3.6800
C -2.7531 -3.1340 2.5786
C -2.3270 -2.0648 1.8227
N -1.2115 -1.3736 2.0929
H 1.2255 -1.3381 4.1762
H 3.1743 0.3820 4.6412
H 3.8484 2.2948 6.0360
H 2.9515 4.5479 5.5694
H 1.3614 4.8894 3.7093
H 0.6535 2.9613 2.3237
H 1.9848 -2.5549 1.7276
H 4.0065 -3.5983 0.7917
H 6.0014 -2.2202 0.2992
H 5.9641 0.2086 0.7593
H 3.9556 1.2568 1.7169
H -0.2280 -3.0501 4.8311
H -2.2792 -4.3357 4.3033
H -3.6558 -3.6650 2.3138
H -2.8740 -1.7337 0.9470
C -5.2568 -3.4683 -2.4050
As -3.4434 -3.6495 -1.6817
C -2.5757 -4.0469 -3.3967
C -3.6373 -5.4862 -1.0230
H -5.5050 -4.3175 -3.0416
H -5.3218 -2.5508 -2.9901
H -5.9793 -3.4076 -1.5920
H -3.0066 -4.9399 -3.8489
H -1.5020 -4.1846 -3.2705
H -2.7329 -3.2027 -4.0694
H -4.0398 -6.1355 -1.8004
H -4.3230 -5.4846 -0.1756
H -2.6778 -5.8787 -0.6902
C 0.0258 -4.4066 -0.5512
C 0.7655 -3.2035 -1.0665
C 1.9845 -3.3569 -1.7355
C 2.7156 -2.2579 -2.1809
C 4.0442 -2.4408 -2.8639
C 2.2237 -0.9827 -1.9625
C 0.9973 -0.7760 -1.2832
C 0.2844 -1.9314 -0.8620
N 0.4300 0.4108 -0.9513
C 0.8876 1.7055 -1.4650
C -0.1542 2.7460 -1.0240
C 0.2190 4.1547 -1.4866
C 1.5789 4.5406 -0.9015
C 2.6280 3.5247 -1.3585
C 2.7056 3.5152 -2.8886
C 1.3368 3.1541 -3.4757
C 0.2943 4.1741 -3.0143
C 0.9366 1.7509 -3.0066
C 2.2401 2.1322 -0.8549
H 0.6499 -4.9713 0.1452
H -0.2427 -5.0879 -1.3616
H -0.8862 -4.1121 -0.0312
H 2.3804 -4.3537 -1.8993
H 4.2886 -3.4951 -2.9817
H 4.8399 -1.9707 -2.2828
H 4.0433 -1.9810 -3.8528
H 2.8211 -0.1472 -2.2866
H -0.6735 -1.7848 -0.3778
H -0.2439 2.7176 0.0690
H -1.1236 2.4633 -1.4381
H -0.5445 4.8588 -1.1443
H 1.5296 4.5582 0.1925
H 1.8576 5.5454 -1.2303
H 3.6039 3.7897 -0.9431
H 3.4593 2.7942 -3.2214
H 3.0184 4.4980 -3.2507
H 1.3953 3.1561 -4.5669
H -0.6837 3.9307 -3.4425
H 0.5640 5.1734 -3.3665
H 1.6344 1.0196 -3.4110
H -0.0570 1.4914 -3.3876
H 2.1330 2.1455 0.2361
H 3.0261 1.4149 -1.0863

---

Number 1: strongest force on any atom 3.80 eV/A. Number 2: strongest force on any atom 6.19 eV/A. Number 3: strongest force on any atom 8.13 eV/A. Number 4: strongest force on any atom 0.19 eV/A.